Entry 1:
73
Properties=species:S:1:pos:R:3:lowdin_charge:R:1 method="wB97M-V/def2-TZVPD" total_charge=-2 s_squared=8.823 gap_ev="3.20 / 6.08" spin_multiplicity=6
Cr -0.076 0.508 0.593 0.61
O -2.055 0.250 0.333 -0.29
N -2.874 0.533 1.387 -0.21
C -4.239 0.532 1.110 -0.09
C -5.146 0.585 2.134 -0.17
C -4.727 0.637 3.467 -0.17
C -3.314 0.652 3.709 -0.17
C -2.409 0.593 2.679 -0.66
S -0.674 0.638 2.914 0.65
H -4.482 0.525 0.060 0.09
H -6.200 0.600 1.879 0.08
H -5.435 0.688 4.282 0.05
H -2.916 0.750 4.710 0.07
C 2.042 0.564 0.809 -0.30
Si 2.672 -1.130 0.676 0.61
C 1.238 -2.232 1.251 -0.23
N -0.038 -1.782 0.651 -0.24
C -1.182 -2.324 1.421 -0.22
C -1.353 -3.835 1.284 -0.17
C -1.395 -4.261 -0.199 -0.19
C -1.354 -3.034 -1.105 -0.18
C -0.128 -2.188 -0.794 -0.16
C 3.190 -1.658 -1.064 -0.24
C 3.653 -2.954 -1.317 -0.13
C 4.001 -3.364 -2.596 -0.11
C 3.883 -2.477 -3.660 -0.12
C 3.412 -1.192 -3.434 -0.09
C 3.069 -0.789 -2.149 -0.07
C 4.110 -1.598 1.838 -0.21
C 5.358 -2.061 1.416 -0.10
C 6.374 -2.345 2.322 -0.11
C 6.163 -2.172 3.682 -0.12
C 4.932 -1.705 4.127 -0.10
C 3.926 -1.422 3.214 -0.10
H 2.447 1.240 0.052 0.01
H 2.286 0.989 1.790 0.01
H 1.157 -2.060 2.331 0.08
H 1.397 -3.312 1.106 0.09
H -2.073 -1.806 1.077 0.10
H -1.038 -2.033 2.460 0.09
H -2.283 -4.103 1.791 0.10
H -0.553 -4.361 1.811 0.09
H -2.282 -4.865 -0.408 0.09
H -0.527 -4.888 -0.432 0.10
H -2.257 -2.430 -0.991 0.11
H -1.299 -3.334 -2.155 0.11
H -0.119 -1.299 -1.423 0.10
H 0.762 -2.774 -1.041 0.11
H 3.737 -3.660 -0.495 0.10
H 4.355 -4.374 -2.766 0.09
H 4.147 -2.793 -4.663 0.09
H 3.295 -0.504 -4.263 0.10
H 2.657 0.201 -1.990 0.09
H 5.545 -2.198 0.357 0.09
H 7.334 -2.700 1.964 0.09
H 6.953 -2.391 4.391 0.09
H 4.758 -1.555 5.186 0.09
H 2.977 -1.041 3.580 0.10
O 0.151 0.797 -1.482 -0.14
C 0.074 2.076 -1.256 -0.46
N -0.077 2.431 0.046 0.04
C -0.103 3.814 0.170 -0.45
O -0.200 4.468 1.214 -0.01
C 0.033 4.332 -1.202 -0.11
C 0.072 5.628 -1.695 -0.06
C 0.226 5.833 -3.058 -0.15
C 0.343 4.728 -3.943 -0.15
C 0.305 3.434 -3.473 -0.06
C 0.150 3.220 -2.094 -0.12
H -0.017 6.465 -1.010 0.10
H 0.256 6.841 -3.457 0.07
H 0.461 4.912 -5.006 0.07
H 0.393 2.592 -4.152 0.10

***

Entry 2:
73
Properties=species:S:1:pos:R:3:lowdin_charge:R:1 method="wB97M-V/def2-TZVPD" total_charge=+1 s_squared=0.807 gap_ev="7.16 / 6.99" spin_multiplicity=2
Cu -0.563 0.467 2.475 0.31
C 0.604 -2.438 3.170 -0.02
C -0.198 -1.797 4.259 -0.31
C -0.175 -2.347 5.542 -0.01
C -0.774 -1.661 6.601 -0.05
C -1.257 -0.365 6.424 -0.10
C -1.258 0.085 5.116 -0.38
N -0.736 -0.592 4.072 -0.02
Sb -1.890 2.174 4.580 1.51
C -3.105 1.633 2.897 -0.43
C -4.376 2.139 2.599 -0.09
C -5.000 1.751 1.388 -0.04
C -4.312 0.876 0.549 -0.02
C -3.066 0.375 0.911 -0.29
C -2.337 -0.607 -0.048 -0.01
N -2.497 0.790 2.037 -0.02
C 0.042 2.697 3.787 -0.45
C 0.885 3.693 4.333 -0.07
C 2.029 4.051 3.635 -0.08
C 2.356 3.515 2.449 0.02
C 1.474 2.457 1.956 -0.27
C 1.815 1.736 0.761 -0.09
N 0.433 2.095 2.711 -0.04
H 0.728 -3.492 3.358 0.08
H 0.149 -2.319 2.157 0.08
H 1.625 -2.018 3.221 0.10
H 0.432 -3.238 5.733 0.13
H -0.837 -2.102 7.624 0.13
H -1.714 0.297 7.226 0.12
H -4.890 2.894 3.277 0.12
H -6.033 2.019 1.140 0.12
H -4.769 0.600 -0.399 0.11
H -2.143 -1.572 0.441 0.08
H -2.970 -0.753 -0.952 0.07
H -1.410 -0.162 -0.400 0.07
H 0.707 4.163 5.276 0.09
H 2.725 4.754 4.091 0.12
H 3.222 3.795 1.880 0.12
H 0.963 1.262 0.271 0.06
H 2.309 2.335 -0.058 0.12
H 2.477 0.841 0.930 -0.03
C 3.199 -2.733 -2.781 -0.01
C 4.253 -2.546 -1.748 -0.26
C 5.505 -3.057 -1.839 0.02
C 6.504 -2.714 -0.878 -0.26
N 6.161 -1.981 0.193 0.11
C 5.007 -1.349 0.242 -0.80
S 4.481 -0.285 1.519 0.55
N 4.059 -1.731 -0.683 0.09
C 7.887 -3.170 -1.086 -0.02
H 3.298 -2.012 -3.545 0.08
H 2.192 -2.604 -2.368 0.08
H 3.076 -3.747 -3.231 0.11
H 5.752 -3.638 -2.679 0.11
H 3.174 -1.257 -0.619 0.13
H 8.464 -2.484 -1.704 0.10
H 7.825 -4.030 -1.769 0.09
H 8.481 -3.448 -0.215 0.10
C -3.061 0.507 -3.797 0.06
C -3.462 0.802 -5.120 -0.28
C -4.627 1.650 -5.386 -0.03
C -5.003 1.836 -6.662 -0.05
C -4.315 1.251 -7.739 -0.21
C -3.134 0.438 -7.536 0.00
C -2.808 0.117 -6.213 -0.03
C -4.809 1.446 -9.053 -0.19
N -5.369 1.660 -10.049 0.17
H -2.741 -0.471 -3.475 0.05
H -3.356 1.190 -2.960 0.06
H -4.986 2.215 -4.542 0.11
H -5.846 2.499 -6.888 0.13
H -2.575 0.089 -8.384 0.11
H -1.892 -0.472 -6.022 0.12

***

Entry 3:
70
Properties=species:S:1:pos:R:3:lowdin_charge:R:1 method="wB97M-V/def2-TZVPD" total_charge=0 s_squared=6.011 gap_ev="8.09 / 8.07" spin_multiplicity=5
Fe -1.123 1.037 1.630 0.74
C 0.473 3.865 0.915 -0.17
N 0.304 2.659 1.729 -0.06
C 1.223 2.378 2.581 -0.09
C 1.122 1.244 3.426 -0.36
C 1.968 0.785 4.437 -0.06
C 1.338 -0.346 4.976 -0.10
C 0.140 -0.500 4.258 -0.18
N 0.011 0.457 3.325 -0.04
C 1.413 3.704 -0.271 -0.21
C 2.151 4.798 -0.715 -0.05
C 2.987 4.691 -1.821 -0.09
C 3.088 3.485 -2.503 -0.09
C 2.357 2.385 -2.065 -0.07
C 1.531 2.490 -0.951 -0.04
H 0.825 4.689 1.532 0.11
H -0.507 4.145 0.538 0.11
H 2.096 3.025 2.688 0.14
H 2.916 1.223 4.733 0.10
H 1.688 -0.976 5.784 0.08
H -0.620 -1.263 4.390 0.10
H 2.073 5.745 -0.187 0.11
H 3.565 5.549 -2.147 0.10
H 3.737 3.401 -3.369 0.10
H 2.429 1.439 -2.591 0.10
H 0.982 1.625 -0.597 0.08
N -1.315 -0.139 0.204 -0.34
P -0.663 -1.067 -0.821 0.71
C -1.371 -2.734 -0.820 -0.29
C -2.742 -2.855 -1.061 -0.09
C -3.373 -4.081 -0.918 -0.08
C -2.641 -5.198 -0.523 -0.09
C -1.280 -5.085 -0.277 -0.08
C -0.644 -3.854 -0.423 -0.07
C -0.834 -0.531 -2.548 -0.29
C -1.007 0.831 -2.792 -0.09
C -1.097 1.302 -4.098 -0.08
C -1.037 0.409 -5.163 -0.09
C -0.887 -0.952 -4.925 -0.08
C -0.782 -1.422 -3.620 -0.10
C 1.138 -1.330 -0.615 -0.29
C 1.637 -1.298 0.691 -0.08
C 3.001 -1.414 0.931 -0.07
C 3.881 -1.558 -0.137 -0.08
C 3.397 -1.590 -1.438 -0.09
C 2.030 -1.476 -1.678 -0.08
H -3.310 -1.979 -1.357 0.11
H -4.437 -4.169 -1.109 0.10
H -3.135 -6.155 -0.404 0.10
H -0.709 -5.954 0.033 0.10
H 0.419 -3.766 -0.231 0.10
H -1.078 1.506 -1.946 0.09
H -1.213 2.364 -4.285 0.10
H -1.117 0.773 -6.181 0.10
H -0.856 -1.648 -5.755 0.10
H -0.659 -2.485 -3.435 0.11
H 0.952 -1.161 1.512 0.08
H 3.372 -1.384 1.950 0.10
H 4.947 -1.643 0.044 0.10
H 4.085 -1.700 -2.270 0.10
H 1.661 -1.494 -2.697 0.09
C -4.008 -0.542 2.272 -0.08
C -3.518 0.268 3.449 -0.27
O -2.873 1.475 2.950 -0.14
H -4.393 -1.505 2.621 0.08
H -3.195 -0.734 1.564 0.03
H -4.804 -0.009 1.742 0.08
H -2.801 -0.301 4.041 0.10
H -4.345 0.564 4.090 0.11
H -2.560 1.989 3.704 0.10

***

Entry 4:
79
Properties=species:S:1:pos:R:3:lowdin_charge:R:1 method="wB97M-V/def2-TZVPD" relative_energy_kcal_mol=17.3 total_charge=-1 s_squared=0.770 gap_ev="4.89 / 7.45" spin_multiplicity=2
Ti -0.198 0.254 -1.208 0.92
C -2.733 -0.946 6.669 -0.11
C -2.930 0.280 6.043 -0.10
C -2.345 0.532 4.812 -0.13
C -1.573 -0.435 4.162 -0.39
C -1.384 -1.657 4.803 -0.08
C -1.955 -1.909 6.046 -0.10
P -0.796 0.053 2.558 1.11
C 0.295 -1.385 2.259 -0.39
C -0.067 -2.467 1.464 -0.08
C 0.845 -3.482 1.200 -0.09
C 2.124 -3.431 1.735 -0.11
C 2.493 -2.356 2.536 -0.10
C 1.584 -1.339 2.786 -0.12
C -2.193 -0.201 1.378 -0.37
C -3.438 -0.620 1.869 -0.11
C -4.552 -0.681 1.048 -0.11
C -4.431 -0.324 -0.285 -0.10
C -3.190 0.039 -0.787 -0.12
C -2.038 0.105 0.008 -0.18
H -3.180 -1.143 7.636 0.09
H -3.534 1.042 6.520 0.09
H -2.494 1.495 4.334 0.10
H -0.790 -2.426 4.323 0.10
H -1.793 -2.868 6.525 0.10
H -1.048 -2.495 1.007 0.10
H 0.556 -4.304 0.555 0.11
H 2.836 -4.220 1.522 0.09
H 3.492 -2.304 2.952 0.09
H 1.882 -0.482 3.382 0.10
H -3.542 -0.900 2.910 0.09
H -5.503 -1.010 1.449 0.09
H -5.294 -0.355 -0.943 0.09
H -3.115 0.259 -1.847 0.09
C -0.503 3.639 0.994 0.01
C -0.734 3.582 -0.472 -0.30
N -0.857 2.492 -1.198 0.11
C -1.055 2.894 -2.487 -0.14
C -1.068 4.252 -2.557 -0.08
N -0.866 4.671 -1.267 0.19
C -1.217 5.220 -3.658 -0.49
O -1.404 4.713 -4.859 0.13
O -1.158 6.413 -3.441 0.08
C -1.185 1.830 -3.508 -0.57
O -1.405 2.119 -4.689 0.06
O -1.055 0.660 -3.014 -0.15
H -0.255 2.645 1.357 0.03
H -1.400 3.983 1.513 0.09
H 0.316 4.321 1.231 0.08
H -0.822 5.641 -1.000 0.17
H -1.409 3.702 -4.843 0.07
C 5.047 1.484 -2.245 -0.29
As 3.471 0.733 -1.381 0.74
C 4.036 -1.103 -1.205 -0.22
C 3.611 1.564 0.355 -0.22
S 1.913 1.249 -2.713 0.29
H 5.944 1.257 -1.668 0.02
H 4.923 2.563 -2.330 0.03
H 5.130 1.061 -3.244 0.03
H 5.086 -1.107 -0.908 0.04
H 3.921 -1.588 -2.173 0.03
H 3.426 -1.593 -0.453 0.01
H 4.662 1.538 0.646 0.03
H 2.985 1.033 1.062 0.02
H 3.276 2.595 0.268 0.04
O -0.760 -1.641 -1.306 -0.26
N -0.122 -2.065 -2.445 -0.18
C 1.112 -2.685 -2.325 -0.08
C 1.671 -3.308 -3.396 -0.11
C 0.983 -3.391 -4.627 -0.13
C -0.335 -2.885 -4.665 -0.10
C -0.886 -2.267 -3.587 -0.06
H 1.549 -2.610 -1.342 0.09
H 2.651 -3.753 -3.273 0.09
H 1.423 -3.875 -5.486 0.07
H -0.941 -2.982 -5.557 0.10
H -1.879 -1.852 -3.545 0.12
O 1.412 -0.317 -0.260 -0.50
O 0.773 0.852 0.283 -0.45

***

Entry 5:
71
Properties=species:S:1:pos:R:3:lowdin_charge:R:1 method="wB97M-V/def2-TZVPD" relative_energy_kcal_mol=0.0 total_charge=0 smiles="CC1(C)OB([C@@H](/C=C/c2ccc(Br)cc2)c2ccc(Br)cc2)OC1(C)C.Cc1ccc(-c2ccccc2)s1" gap_ev=7.27
C -4.554 1.374 0.835 0.00
C -3.249 1.868 0.182 -0.47
C -2.958 3.235 0.724 -0.01
O -2.182 0.988 0.562 0.14
B -2.266 -0.023 -0.390 -0.59
C -1.812 -1.509 -0.017 -0.09
C -0.346 -1.479 0.297 -0.03
C 0.688 -0.815 -0.317 -0.07
C 1.936 -1.551 -0.602 -0.26
C 2.459 -1.683 -1.909 -0.07
C 3.668 -2.337 -2.093 -0.12
C 4.309 -2.932 -0.993 -0.70
Br 6.082 -3.508 -1.153 0.76
C 3.721 -2.927 0.284 -0.12
C 2.498 -2.284 0.473 -0.03
C -2.676 -2.353 1.037 -0.14
C -3.929 -2.851 0.632 -0.04
C -4.737 -3.627 1.481 -0.12
C -4.307 -3.959 2.768 -0.72
Br -5.441 -4.921 3.923 0.74
C -3.006 -3.605 3.138 -0.11
C -2.197 -2.828 2.277 -0.03
O -2.795 0.372 -1.597 0.17
C -3.236 1.738 -1.416 -0.44
C -4.588 1.978 -2.073 -0.01
C -2.305 2.754 -2.055 -0.02
H -5.370 2.071 0.589 0.09
H -4.881 0.361 0.540 0.10
H -4.421 1.358 1.932 0.10
H -3.802 3.899 0.535 0.10
H -2.796 3.160 1.800 0.10
H -2.077 3.685 0.266 0.07
H -1.960 -2.096 -0.957 0.16
H -0.113 -2.268 1.009 0.08
H 0.458 0.108 -0.859 0.10
H 1.891 -1.284 -2.765 0.12
H 4.131 -2.358 -3.068 0.10
H 4.217 -3.374 1.143 0.11
H 1.985 -2.268 1.463 0.13
H -4.296 -2.621 -0.373 0.12
H -5.718 -3.951 1.151 0.10
H -2.652 -3.932 4.109 0.10
H -1.191 -2.611 2.641 0.11
H -4.919 2.986 -1.788 0.10
H -4.486 1.969 -3.169 0.10
H -5.381 1.275 -1.791 0.09
H -2.708 3.761 -1.910 0.10
H -1.297 2.743 -1.651 0.06
H -2.240 2.601 -3.136 0.10
C 1.181 3.826 -1.885 -0.11
C 1.589 2.635 -1.124 -0.57
C 1.173 2.349 0.182 -0.12
C 1.923 1.348 0.804 -0.10
C 2.748 0.694 -0.118 -0.48
C 4.150 0.425 0.303 -0.24
C 5.198 0.444 -0.638 -0.08
C 6.455 -0.077 -0.308 -0.11
C 6.711 -0.519 1.003 -0.11
C 5.726 -0.386 1.979 -0.09
C 4.457 0.099 1.639 -0.04
S 2.676 1.450 -1.719 1.13
H 0.749 4.517 -1.157 0.09
H 2.030 4.316 -2.374 0.08
H 0.436 3.543 -2.626 0.07
H 0.346 2.865 0.647 0.11
H 1.773 0.995 1.808 0.12
H 5.018 0.782 -1.665 0.07
H 7.230 -0.153 -1.089 0.11
H 7.697 -0.915 1.242 0.10
H 5.921 -0.690 3.006 0.10
H 3.664 0.124 2.380 0.10

***

Entry 6:
78
Properties=species:S:1:pos:R:3:lowdin_charge:R:1 method="wB97M-V/def2-TZVPD" relative_energy_kcal_mol=26.7 total_charge=0 s_squared=0.824 gap_ev="7.24 / 7.19" spin_multiplicity=2
Co -0.964 -0.100 -0.485 0.64
Cl 1.304 5.551 -3.502 0.65
C 0.246 4.422 -2.706 -0.68
C 0.604 3.074 -2.706 -0.04
C -0.203 2.155 -2.069 -0.22
N 0.051 0.766 -1.937 0.05
C 0.556 0.061 -2.945 -0.49
O 1.048 0.439 -4.007 0.04
C 0.471 -1.427 -2.680 -0.18
C 1.032 -2.324 -3.571 0.01
C 0.957 -3.676 -3.290 -0.04
C 0.339 -4.083 -2.115 -0.05
C -0.196 -3.121 -1.281 -0.14
N -0.153 -1.813 -1.562 0.09
C -1.399 2.566 -1.457 -0.20
C -1.748 3.908 -1.449 -0.03
C -0.917 4.833 -2.080 -0.68
Cl -1.384 6.507 -2.054 0.65
N -2.128 1.484 -0.946 0.05
C -3.353 1.559 -0.441 -0.48
O -4.040 2.526 -0.109 0.04
C -3.960 0.162 -0.397 -0.18
C -5.332 0.000 -0.468 0.01
C -5.846 -1.275 -0.639 -0.04
C -4.973 -2.350 -0.726 -0.05
C -3.619 -2.103 -0.597 -0.12
N -3.114 -0.878 -0.421 0.07
H 1.504 2.754 -3.209 0.11
H 1.506 -1.925 -4.458 0.12
H 1.382 -4.404 -3.970 0.11
H 0.272 -5.128 -1.842 0.11
H -0.652 -3.399 -0.341 0.09
H -2.655 4.229 -0.958 0.10
H -5.954 0.883 -0.410 0.12
H -6.914 -1.430 -0.722 0.11
H -5.327 -3.359 -0.891 0.11
H -2.904 -2.920 -0.644 0.10
O -0.917 -1.824 1.327 -0.13
C -0.630 -1.666 2.727 -0.22
C -1.790 -1.051 3.481 -0.16
C -2.333 0.216 2.803 -0.12
C -1.257 1.235 2.542 -0.26
C -0.918 2.155 3.526 -0.01
C 0.068 3.094 3.278 -0.05
C 0.689 3.093 2.043 -0.05
C 0.316 2.131 1.124 -0.12
N -0.630 1.209 1.356 0.11
H -1.804 -2.192 1.231 0.06
H 0.241 -1.015 2.767 0.10
H -0.351 -2.630 3.156 0.12
H -1.447 -0.814 4.492 0.12
H -2.598 -1.783 3.579 0.12
H -3.101 0.667 3.432 0.12
H -2.801 -0.050 1.860 0.08
H -1.453 2.143 4.469 0.12
H 0.344 3.815 4.038 0.11
H 1.447 3.820 1.783 0.11
H 0.796 2.085 0.154 0.10
C 2.742 -1.966 0.283 -0.15
C 4.270 -2.225 0.424 -0.15
N 4.988 -0.955 0.561 -0.16
C 4.489 -0.259 1.747 -0.16
C 2.961 0.002 1.609 -0.16
N 2.463 -0.525 0.331 -0.15
C 3.191 0.128 -0.767 -0.15
C 4.721 -0.120 -0.616 -0.15
H 2.172 -2.450 1.082 0.11
H 2.371 -2.352 -0.668 0.09
H 4.666 -2.745 -0.450 0.11
H 4.492 -2.836 1.302 0.11
H 5.040 0.678 1.847 0.11
H 4.713 -0.870 2.623 0.11
H 2.740 1.067 1.654 0.10
H 2.409 -0.485 2.417 0.10
H 2.948 1.194 -0.759 0.11
H 2.823 -0.278 -1.709 0.10
H 5.265 0.819 -0.496 0.11
H 5.127 -0.626 -1.495 0.11